# C34H37N3O2

A cluster of 2 separate species, C34H37N3O2 in total at a distorted geometry (the ωB97M-V functional and the def2-TZVPD basis, the Open Molecules 2025 dataset).

Calculated values
ΔE to the lowest compared entry with this formula, charge and spin: 209.2 kJ/mol
total charge: 0
Kohn-Sham gap: 2.8 eV

Geometry (Å):
C  -5.584  -3.615  0.181
N  -5.099  -2.788  1.264
C  -5.835  -2.878  2.503
C  -3.858  -2.205  1.220
C  -3.631  -0.975  1.889
C  -2.423  -0.327  1.752
C  -1.309  -0.971  1.133
C  -0.038  -0.346  1.041
C  1.212  -1.018  1.061
C  2.338  -0.457  0.396
C  3.579  -1.047  0.464
C  3.798  -2.179  1.297
N  5.035  -2.747  1.381
C  5.361  -3.683  2.435
C  5.966  -2.724  0.274
C  2.704  -2.708  2.030
C  1.432  -2.213  1.822
C  -1.529  -2.264  0.568
C  -2.792  -2.820  0.523
H  -5.305  -3.178  -0.786
H  -5.183  -4.637  0.224
H  -6.674  -3.658  0.255
H  -5.514  -2.097  3.198
H  -6.903  -2.770  2.289
H  -5.681  -3.853  2.994
H  -4.455  -0.533  2.452
H  -2.295  0.675  2.166
H  -0.012  0.743  1.040
H  2.200  0.431  -0.220
H  4.405  -0.618  -0.098
H  4.980  -3.326  3.398
H  4.939  -4.681  2.254
H  6.450  -3.767  2.485
H  5.764  -1.896  -0.407
H  6.979  -2.627  0.678
H  5.915  -3.655  -0.312
H  2.864  -3.547  2.711
H  0.578  -2.707  2.284
H  -0.683  -2.800  0.136
H  -2.957  -3.778  0.023
C  -2.735  -1.875  -3.608
C  -1.283  -1.709  -3.249
O  -1.099  -0.281  -3.125
C  0.160  0.091  -2.815
C  0.159  1.566  -2.758
N  0.859  2.113  -1.845
C  0.734  3.228  -1.130
C  1.962  3.952  -0.904
C  2.158  4.818  0.196
C  3.380  5.474  0.337
C  4.393  5.289  -0.615
C  4.214  4.390  -1.677
C  3.015  3.702  -1.803
C  -0.558  3.618  -0.588
C  -0.886  4.965  -0.312
C  -2.156  5.285  0.159
C  -3.088  4.273  0.421
C  -2.766  2.935  0.156
C  -1.526  2.613  -0.387
O  1.090  -0.662  -2.587
H  -3.000  -2.925  -3.708
H  -3.371  -1.423  -2.839
H  -2.961  -1.380  -4.557
H  -1.026  -2.191  -2.295
H  -0.609  -2.082  -4.029
H  -0.542  2.060  -3.450
H  1.358  4.954  0.926
H  3.542  6.140  1.186
H  5.340  5.820  -0.518
H  4.993  4.208  -2.414
H  2.874  2.965  -2.597
H  -0.132  5.740  -0.461
H  -2.410  6.330  0.336
H  -4.069  4.528  0.821
H  -3.480  2.137  0.359
H  -1.271  1.577  -0.623